{
  "formula": "C43H98F4N7O23P",
  "method": "ωB97M-V with the def2-TZVPD basis set",
  "elements": ["H", "H", "H", "C", "C", "N", "O", "C", "O", "O", "H", "O", "H", "H", "H", "C", "H", "H", "O", "C", "C", "H", "H", "H", "H", "H", "H", "H", "O", "N", "O", "C", "P", "H", "C", "H", "O", "C", "H", "H", "H", "H", "H", "O", "H", "O", "H", "H", "C", "F", "H", "C", "H", "N", "H", "F", "C", "O", "C", "H", "H", "C", "C", "C", "H", "H", "C", "C", "C", "H", "H", "H", "O", "C", "H", "H", "H", "O", "H", "H", "H", "O", "H", "H", "C", "C", "H", "H", "N", "H", "H", "C", "H", "C", "C", "H", "H", "H", "H", "C", "H", "H", "H", "H", "H", "H", "C", "H", "H", "H", "C", "H", "H", "H", "H", "O", "H", "N", "C", "C", "H", "H", "O", "H", "C", "H", "O", "O", "O", "H", "H", "C", "H", "H", "C", "H", "H", "H", "H", "O", "H", "C", "H", "H", "C", "C", "O", "F", "H", "N", "H", "C", "H", "H", "H", "H", "C", "H", "O", "H", "C", "C", "N", "H", "O", "C", "H", "F", "H", "H", "H", "H", "C", "C", "H", "H"],
  "xyz": [[-4.65991, 1.18256, 4.45016], [8.98611, -0.31974, 4.94475], [-3.07529, -1.14706, -11.71364], [-5.25867, 1.69998, 1.94141], [-5.83265, -7.24236, -6.31921], [7.54876, 2.26170, -2.50766], [4.68183, -2.41385, -6.01976], [-3.31897, -0.33843, -6.37284], [-0.34621, -1.06497, -0.05612], [0.21408, 0.36410, 10.19825], [-6.20875, 4.46191, 1.75308], [-3.06119, 0.32271, -7.61294], [-5.07982, -6.18146, 4.77423], [-0.86849, 5.88532, 3.12545], [5.37402, 3.01521, -0.26615], [-1.38162, -7.29494, -6.36025], [3.04328, -6.13711, 6.62930], [1.55520, 9.47481, 6.52284], [0.27716, -3.17139, -0.56520], [1.37219, 8.43240, 6.78359], [-0.62088, 5.68713, -5.42372], [-4.38989, -0.47824, -6.22555], [-5.68766, -5.38912, -0.72132], [-6.63689, -4.85071, 1.65897], [-3.80419, 0.37559, -12.19001], [6.81876, 3.88584, -0.84564], [-4.71161, -6.19358, 2.21794], [-6.13116, 1.39165, 2.51741], [-4.39389, 2.48997, 2.76155], [2.20662, -5.66165, 6.32265], [-1.74428, -0.36585, 9.61025], [-5.50403, -5.38869, 4.15807], [7.15160, 2.62810, 5.22265], [-2.78906, -1.26683, -6.15981], [-3.93361, 1.75410, 3.87227], [3.94780, -3.37247, 4.50786], [1.37955, -6.55863, 3.71940], [-1.76638, 7.47650, -4.60319], [5.82538, 1.30534, -2.12676], [-6.32814, -7.00116, -5.37879], [0.14612, 9.05992, 4.60829], [-6.56421, -5.63618, 4.10476], [-3.26553, -4.37619, 2.00208], [-5.14671, -3.91624, 0.61475], [1.38409, -1.10346, 9.27219], [-1.64881, 1.36290, 11.03380], [7.01270, 2.82481, -3.15235], [-1.79305, -8.03001, -8.96203], [-3.20367, -0.55912, -8.77751], [0.51301, 0.85106, -0.40870], [2.02524, -8.18906, 2.66944], [7.13118, 0.98258, -0.52642], [-4.61378, 0.91020, 1.55610], [-6.51643, 1.72053, -0.26181], [0.36969, -7.64496, 2.33445], [3.40038, 1.25849, -7.19848], [6.50885, 1.93301, -1.55492], [6.88605, 2.89023, 6.82268], [0.23833, 7.97638, 4.68277], [4.89623, 3.70572, 6.36219], [0.38960, 5.34191, -5.20491], [1.39221, -0.52891, 1.23293], [6.67036, 5.13499, 4.61322], [-5.80425, 2.50518, 0.77970], [1.24845, -0.84131, 2.26725], [5.69847, 4.50559, 7.67592], [-4.77788, -4.98581, -0.27661], [1.38962, -7.31448, 2.53094], [-3.76766, -0.36820, -11.39406], [9.43438, 0.38457, 6.45554], [8.35090, 2.74022, -2.12335], [-4.07020, -4.72168, -1.06243], [-4.45191, -7.22181, -6.14004], [2.59177, -5.86023, 3.98420], [1.75515, 0.62713, -5.53090], [-7.11983, 4.15131, 0.36068], [1.45994, 7.59895, 2.96284], [8.57075, 1.76056, 5.13015], [0.53301, 5.64404, 3.98653], [-0.49498, 7.84619, 1.23181], [-1.52879, 8.21996, 2.60501], [3.61544, -0.95837, -7.48708], [-3.62484, 2.50649, 4.59799], [-1.04464, -1.64164, 8.03452], [-5.69094, -4.35279, 1.87193], [5.60371, 3.54213, 7.17508], [-1.17831, -6.32750, -6.81941], [4.66757, -4.53616, 5.59526], [0.13631, 5.98759, 3.12357], [-2.47945, -1.37290, -8.81477], [1.55368, -6.39466, 6.08501], [-4.80465, -5.26688, 2.78420], [4.87946, 5.63331, -0.98039], [3.93464, -1.44466, -6.24511], [0.19048, 0.04228, 0.57497], [-0.43215, -7.81286, -6.22474], [3.75400, -3.32164, 6.21261], [1.28815, -0.95648, -6.23376], [2.29176, 0.06883, 1.08595], [4.39998, 4.97225, -1.70234], [-4.07359, 1.09078, -9.80508], [-0.93584, -2.17821, 9.64467], [3.96328, 5.55755, -2.51154], [-2.97091, 1.25115, 3.78088], [-5.93968, -3.47045, 2.46161], [2.21823, 8.05673, 7.35907], [-0.86115, -1.27211, 9.04342], [-0.36265, 0.61865, 1.31656], [-4.95796, 2.98258, 0.28576], [-7.56392, 3.33543, 1.81195], [2.09787, -0.24004, -6.09540], [-4.73222, -0.84958, -11.23280], [2.94561, -5.30463, 3.11576], [0.59110, 8.24403, 7.52014], [7.59699, 0.10404, -0.97283], [-2.15363, 8.66110, -4.41106], [5.12010, 2.99516, 7.98442], [-2.06170, 0.92884, -10.33279], [-0.49168, 8.09958, 2.29194], [-1.52890, 5.31370, -4.24409], [-1.77460, -7.11035, -5.36044], [-7.48876, 1.64084, -0.00040], [5.15515, 3.83805, -2.16424], [-6.21364, 0.77746, -0.06418], [5.96595, 3.27586, -1.14353], [6.17761, 5.40377, 5.54758], [1.25507, 7.58621, 5.65976], [7.64317, 4.11255, 4.74870], [-0.73660, 7.05024, -5.41909], [-2.16669, 4.43605, -4.34929], [3.34532, -6.63833, 4.10590], [8.69517, 0.45206, 5.65734], [1.80088, -6.81080, 1.65614], [7.72187, 0.10659, 6.00581], [0.42683, 7.39769, 3.24618], [-2.83697, -5.46086, 3.00256], [7.19834, 5.98142, 4.17399], [-2.43051, -9.44261, -8.78868], [1.90789, 0.32688, -8.08708], [3.18999, -0.76928, -5.34139], [6.34643, 0.66553, 0.16042], [3.74063, -4.00986, 5.36746], [-4.11337, -1.15286, -8.68808], [7.87960, 1.53491, 0.04181], [0.47105, -0.51433, 9.18626], [-1.04098, 0.52652, 10.39239], [6.00422, 1.99533, 4.55011], [-1.01006, 5.22592, -6.61736], [-6.15138, -6.49285, -7.04360], [-1.82222, -8.79706, -8.30561], [-1.77711, 1.46059, -9.52264], [-2.41256, -8.17888, -7.12360], [5.86205, 4.79306, 3.96684], [-2.11342, 1.55195, -11.12599], [3.53565, 4.56515, -1.17764], [-2.50853, -9.06881, -6.50159], [2.72517, 0.13023, -7.39319], [-0.81048, 5.01210, -3.48187], [1.58672, -1.74938, 0.48379], [-0.11840, 9.11765, 2.18110], [0.50107, -2.08129, -0.11072], [-3.76256, -7.45812, -7.36322], [-3.47964, -4.68425, 2.93982], [-4.35617, -5.91618, 0.10372], [-2.31840, 6.48449, -3.94745], [-3.34362, 0.32846, -10.07724], [-6.04426, -8.27962, -6.57884], [0.52643, 0.16379, 7.99394], [-3.10846, 0.39413, -5.59365], [-4.34742, -8.16818, -7.94791], [-3.66367, -6.53842, -7.93981], [-5.49503, -4.38291, 4.57810], [2.47922, -4.86107, 5.13807], [-6.69702, 3.64186, 1.22657], [1.64550, -4.24193, 4.80686], [-0.68191, 7.64483, 5.16374]],
  "forces_ev_per_a": [[-0.31, -0.41, -0.67], [0.13, 0.61, -0.69], [0.22, 0.08, 0.22], [0.40, 0.51, -0.19], [-0.06, -0.26, 0.39], [-0.04, -0.95, -1.64], [-2.55, 4.03, -1.01], [-0.62, 1.16, 0.16], [-3.33, 0.52, 0.10], [3.74, 0.65, 1.01], [0.34, -0.39, 0.30], [0.33, -1.51, -0.98], [0.37, 0.45, 0.20], [-0.13, -0.31, 0.27], [-0.57, 0.79, 0.50], [-0.49, -0.43, -0.13], [0.25, 0.11, -0.05], [-0.35, 0.08, 0.06], [-0.16, 1.04, -0.15], [0.43, -1.03, 0.38], [-0.79, -0.54, 1.43], [-0.25, -0.50, -0.38], [-0.27, 0.30, -0.47], [-0.14, -0.35, 0.13], [-0.26, -0.02, 0.05], [-0.13, 0.41, -0.03], [-0.29, -0.56, 0.45], [0.11, -0.67, 0.26], [-0.61, -0.54, -0.09], [-0.78, 0.53, 0.91], [-0.73, 0.90, 0.22], [-0.27, -0.10, -0.94], [1.35, -0.13, 0.92], [0.24, -0.01, -0.43], [0.82, 1.59, 1.47], [0.00, -0.11, -0.20], [-0.33, 1.23, 0.28], [-1.35, 5.58, 0.79], [-0.66, 0.44, 0.07], [0.18, -0.06, 0.09], [0.41, 0.27, 0.07], [-0.13, -0.16, -0.48], [0.27, 0.76, -0.29], [1.31, -0.87, 0.41], [-0.06, 0.35, 0.51], [2.09, -1.63, -0.77], [0.99, 0.53, -0.65], [0.70, 0.15, -0.68], [-1.28, 0.53, -0.28], [0.81, 2.22, -1.72], [0.04, -0.35, 0.03], [-0.82, 1.06, 0.75], [-0.51, -0.70, -0.04], [0.56, -0.50, 1.21], [0.09, 0.10, 0.01], [1.21, 1.51, -0.49], [1.94, -0.86, -1.03], [-0.92, 0.36, -0.90], [0.10, -0.13, 0.89], [0.31, -0.55, -0.23], [0.17, 0.29, -0.46], [1.58, -1.16, -0.18], [-0.59, 0.11, -0.44], [0.02, 1.39, -0.50], [-0.06, 0.39, 0.04], [1.04, 0.26, -0.41], [-0.97, -0.61, -0.17], [0.33, -0.47, 0.24], [-0.16, -0.32, 1.25], [-0.14, 0.52, 0.12], [-0.22, 0.29, 0.11], [-0.27, 0.85, 0.19], [1.37, 0.55, 0.05], [0.94, 0.00, -1.34], [-0.21, -0.05, -0.20], [0.00, -0.19, -0.32], [0.15, -0.13, -0.03], [-1.57, 2.22, -0.01], [-0.31, -1.13, 0.08], [0.18, -1.09, 0.23], [-0.04, -0.38, 0.28], [0.67, -0.26, -1.71], [-0.17, 0.40, 0.15], [-0.27, 0.94, -0.17], [0.17, -0.23, 0.14], [0.02, -0.23, 0.80], [-0.11, 0.00, -0.24], [-0.12, -0.80, -0.45], [0.96, -0.12, 0.61], [0.92, 0.55, -0.11], [-0.25, -0.03, 0.01], [-1.22, 0.39, -0.61], [0.62, -0.07, -0.24], [1.57, -3.16, 0.87], [0.42, -0.58, 1.14], [-0.06, -0.11, -0.21], [-1.03, 0.00, 0.16], [0.11, -0.23, 0.16], [-0.18, 0.11, 0.29], [-0.81, -0.99, 0.34], [-0.45, -0.03, -0.02], [0.48, -0.20, 0.25], [0.60, -0.18, -0.35], [-0.24, -0.77, -0.91], [0.17, 0.35, -0.32], [0.49, 0.14, -0.35], [1.08, -1.79, 0.99], [-1.10, -0.51, -0.35], [0.25, -0.09, -0.09], [0.06, -0.32, 0.23], [-0.67, 1.00, 1.61], [-0.20, 0.15, -0.35], [-0.32, 0.12, -0.61], [-0.79, 0.61, -0.29], [-0.16, 0.27, -0.26], [2.16, -4.66, -1.53], [0.06, -0.74, -0.43], [0.83, 0.23, 0.11], [0.08, 2.44, -0.74], [0.04, -1.26, 0.09], [-0.10, 0.14, -0.02], [-0.46, 0.40, 0.04], [0.52, 0.99, 0.18], [0.28, -0.63, -0.67], [-1.39, -1.40, 1.55], [0.49, 0.14, 0.17], [-0.04, 0.26, -1.60], [0.21, -2.25, 0.28], [-0.26, 2.12, 0.32], [-0.17, 0.30, -0.51], [0.49, 0.04, 0.66], [-0.86, -1.02, 0.51], [-0.18, 0.53, 0.03], [0.03, 0.00, 0.38], [-0.46, 0.21, 0.32], [0.33, -0.17, 0.62], [-0.24, -0.02, 0.11], [-0.41, -0.38, 0.43], [0.81, -0.78, -1.13], [0.10, -1.01, -0.24], [0.14, -0.18, 0.25], [0.34, 0.42, -0.38], [-0.65, 0.29, 0.23], [0.17, -0.13, 0.20], [-1.32, -1.79, -1.98], [-5.83, 1.71, 0.16], [0.58, 0.62, 0.12], [-0.31, -0.55, -0.86], [-0.20, -0.21, -0.38], [0.13, 1.50, -0.88], [0.15, 0.21, 0.02], [0.71, -0.24, 1.17], [0.07, 0.10, -0.33], [0.07, 0.16, -0.01], [-0.22, -0.02, 0.28], [-0.90, 0.29, 0.59], [-1.06, -1.06, 2.14], [-0.37, 0.68, 0.81], [3.02, 0.58, 1.52], [-0.14, 0.47, 0.32], [-1.02, -2.59, -0.66], [0.21, -1.24, 0.64], [0.14, -0.08, -0.51], [0.37, 0.30, 1.13], [0.89, -1.95, -0.06], [0.62, -0.95, 0.56], [-0.90, 0.09, -0.43], [0.84, 0.84, -0.25], [0.52, -0.04, -0.01], [-0.28, -0.02, -0.31], [0.21, 0.21, -0.08], [0.45, -0.22, 0.51], [0.76, -1.54, -0.01], [-0.52, 0.90, -0.16], [-0.25, 0.26, 0.71], [-0.55, -0.18, -0.51]],
  "mulliken_charge": [0.325, 0.282, 0.343, -0.601, -0.709, -0.754, -0.546, -0.788, -0.331, -0.281, 0.347, -0.253, 0.342, 0.266, 0.311, -1.357, 0.272, 0.305, -0.590, -0.743, 0.428, 0.336, 0.343, 0.361, 0.378, 0.212, 0.295, 0.320, -0.303, -0.743, -0.324, -1.352, 0.952, 0.297, -0.785, 0.366, -0.304, 0.661, 0.256, 0.231, 0.417, 0.338, 0.291, -0.287, 0.314, -0.541, 0.304, 0.260, -0.841, -0.280, 0.311, -1.448, 0.316, -0.711, 0.237, -0.274, 0.472, -0.359, -0.796, 0.371, 0.225, -0.441, -0.635, 0.509, 0.296, 0.305, -0.834, -0.760, -1.380, 0.261, 0.247, 0.301, -0.293, -0.832, 0.304, 0.414, 0.210, -0.361, 0.280, 0.395, 0.356, -0.331, 0.305, 0.299, -0.773, -0.779, 0.307, 0.339, -0.655, 0.398, 0.308, 0.467, 0.304, 0.617, 0.474, 0.375, 0.374, 0.330, 0.270, -0.741, 0.198, 0.278, 0.267, 0.241, 0.344, 0.244, -0.429, 0.247, 0.198, 0.363, -0.504, 0.356, 0.410, 0.299, 0.385, -0.577, 0.287, -0.722, -1.565, -0.385, 0.327, 0.292, -0.288, 0.259, -0.444, 0.265, -0.264, -0.284, -0.323, 0.294, 0.334, -0.647, 0.323, 0.297, 0.562, 0.252, 0.261, 0.258, 0.411, -0.287, 0.322, -1.483, 0.368, 0.317, 0.309, 0.666, -0.556, -0.291, 0.277, -0.725, 0.247, 0.440, 0.337, 0.227, 0.282, 0.242, 0.278, 0.244, -0.359, 0.408, 0.706, -0.579, -0.733, 0.292, -0.278, 0.598, 0.324, -0.295, 0.242, 0.326, 0.295, 0.355, 0.616, -1.484, 0.235, 0.280],
  "e_tot_ha": -4551.58823,
  "gap_ha": 0.3119,
  "homo_energy_ev": -8.719
}